# 1
{"formula": "C8H13NOSi", "method": "the ωB97M-V functional and the def2-TZVPD basis", "homo_lumo_gap_ev": 9.751, "fmax_ev_per_a": 1.2, "symbols": ["C", "C", "C", "C", "C", "C", "C", "C", "N", "O", "Si", "H", "H", "H", "H", "H", "H", "H", "H", "H", "H", "H", "H", "H"], "positions_angstrom": [[-2.413, -0.048, -1.910], [-3.012, -0.185, -3.118], [-0.907, -0.505, -3.485], [-1.019, -0.257, -2.138], [0.046, -0.218, -1.162], [2.085, 1.591, 1.259], [-0.369, 0.495, 2.868], [1.802, -1.468, 1.753], [-0.184, 0.035, 0.050], [-2.103, -0.461, -4.076], [0.841, 0.154, 1.442], [-2.864, 0.170, -0.966], [-4.037, -0.115, -3.426], [-0.055, -0.714, -4.102], [1.045, -0.426, -1.573], [2.749, 1.434, 0.414], [1.566, 2.531, 1.097], [2.700, 1.703, 2.147], [-1.087, -0.312, 2.976], [0.156, 0.600, 3.812], [-0.928, 1.409, 2.697], [1.117, -2.298, 1.899], [2.440, -1.716, 0.909], [2.431, -1.400, 2.634]], "atomic_forces_ev_per_a": [[-0.158, -0.060, -0.469], [-0.196, 0.186, 0.907], [0.482, 0.118, 0.988], [-0.314, -0.160, -1.142], [0.348, -0.018, 0.207], [-0.574, -0.521, -0.019], [0.655, -0.125, -0.391], [-0.476, 0.575, -0.207], [-0.118, 0.012, -0.048], [-0.035, -0.107, -0.607], [0.377, 0.093, 0.749], [-0.171, 0.056, 0.200], [-0.092, -0.013, -0.138], [0.061, -0.039, -0.168], [0.121, -0.005, 0.052], [0.112, -0.084, -0.162], [-0.135, 0.169, -0.032], [0.089, -0.048, 0.211], [-0.103, -0.204, -0.063], [0.128, 0.023, 0.231], [-0.066, 0.189, -0.128], [-0.163, -0.143, 0.022], [0.122, 0.003, -0.180], [0.104, 0.102, 0.187]], "lowdin_charge": [-0.009, -0.109, -0.069, -0.209, -0.199, -0.176, -0.184, -0.176, -0.005, 0.019, 0.462, 0.108, 0.120, 0.131, 0.121, 0.018, 0.020, 0.021, 0.020, 0.019, 0.020, 0.020, 0.017, 0.021]}



# 2
{"formula": "C41H47AlBrF4GeN2O3PSi3", "method": "the ωB97M-V functional and the def2-TZVPD basis", "homo_lumo_gap_ev": [7.389, 5.580], "total_charge": 1, "spin_multiplicity": 2, "fmax_ev_per_a": 2.0, "s2": 0.756, "symbols": ["Al", "O", "C", "C", "C", "C", "C", "C", "C", "O", "N", "N", "C", "C", "C", "C", "C", "C", "C", "O", "H", "H", "H", "H", "H", "H", "H", "H", "H", "H", "F", "C", "C", "F", "C", "F", "C", "P", "C", "C", "C", "C", "C", "C", "C", "C", "C", "C", "C", "C", "C", "Br", "C", "F", "H", "H", "H", "H", "H", "H", "H", "H", "H", "H", "C", "Si", "C", "C", "Ge", "Si", "C", "C", "C", "Si", "C", "C", "C", "H", "H", "H", "H", "H", "H", "H", "H", "H", "H", "H", "H", "H", "H", "H", "H", "H", "H", "H", "H", "H", "H", "H", "H", "H", "H", "H"], "positions_angstrom": [[0.473, 0.619, 2.308], [-0.585, -2.058, 5.531], [-1.862, -2.224, 5.129], [-2.643, -3.140, 5.835], [-3.956, -3.356, 5.480], [-4.525, -2.672, 4.405], [-3.764, -1.766, 3.705], [-2.425, -1.527, 4.047], [-1.666, -0.549, 3.275], [-0.351, -0.389, 3.515], [-2.268, 0.204, 2.409], [-1.371, 1.131, 1.911], [-1.814, 2.320, 1.689], [-0.957, 3.467, 1.574], [-1.536, 4.723, 1.329], [-0.790, 5.876, 1.394], [0.561, 5.799, 1.732], [1.151, 4.580, 2.005], [0.412, 3.401, 1.924], [0.999, 2.238, 2.209], [-0.170, -1.376, 4.980], [-2.185, -3.665, 6.662], [-4.545, -4.068, 6.042], [-5.555, -2.851, 4.129], [-4.176, -1.209, 2.876], [-2.893, 2.467, 1.737], [-2.596, 4.763, 1.105], [-1.246, 6.835, 1.195], [1.155, 6.702, 1.787], [2.192, 4.507, 2.292], [4.312, -5.012, 3.112], [3.669, -4.011, 2.536], [3.192, -4.136, 1.238], [3.381, -5.256, 0.563], [2.516, -3.075, 0.667], [2.053, -3.210, -0.584], [2.275, -1.882, 1.336], [1.166, -0.628, 0.354], [2.858, -0.189, -0.491], [3.062, -0.126, -1.856], [4.325, 0.089, -2.392], [5.413, 0.270, -1.558], [5.212, 0.273, -0.186], [3.951, 0.052, 0.342], [-0.230, -1.955, 0.496], [-0.294, -2.796, 1.614], [-1.356, -3.665, 1.797], [-2.400, -3.708, 0.886], [-2.350, -2.887, -0.223], [-1.275, -2.028, -0.410], [2.779, -1.779, 2.624], [2.601, -0.165, 3.643], [3.461, -2.828, 3.222], [3.911, -2.701, 4.466], [2.231, -0.242, -2.529], [4.453, 0.109, -3.466], [6.400, 0.439, -1.967], [6.038, 0.444, 0.491], [3.842, 0.112, 1.411], [0.465, -2.789, 2.379], [-1.369, -4.300, 2.673], [-3.246, -4.360, 1.053], [-3.149, -2.904, -0.952], [-1.265, -1.417, -1.298], [-3.695, 0.256, -0.805], [-2.564, 1.057, -2.106], [-2.907, 2.918, -2.084], [-3.110, 0.489, -3.831], [-0.123, 0.594, -1.818], [1.152, 2.782, -1.917], [2.714, 2.937, -0.857], [1.575, 2.743, -3.769], [0.234, 4.407, -1.590], [0.209, -1.346, -3.681], [1.904, -2.167, -3.885], [-1.026, -2.746, -3.392], [-0.141, -0.406, -5.288], [-4.446, 0.980, -0.481], [-3.165, -0.085, 0.084], [-4.227, -0.599, -1.225], [-3.974, 3.092, -2.235], [-2.377, 3.426, -2.890], [-2.626, 3.379, -1.135], [-4.166, 0.722, -3.983], [-2.985, -0.583, -3.990], [-2.547, 1.010, -4.606], [3.565, 2.399, -1.271], [2.553, 2.580, 0.161], [2.979, 3.995, -0.797], [2.189, 1.882, -4.037], [2.124, 3.644, -4.048], [0.665, 2.714, -4.371], [0.473, 4.782, -0.597], [-0.847, 4.354, -1.670], [0.578, 5.144, -2.319], [2.414, -2.374, -2.947], [2.569, -1.565, -4.504], [1.756, -3.125, -4.389], [-0.732, -3.357, -2.538], [-1.031, -3.390, -4.274], [-2.046, -2.400, -3.227], [0.123, 0.650, -5.222], [-1.190, -0.471, -5.571], [0.448, -0.842, -6.097]], "atomic_forces_ev_per_a": [[-0.687, 0.216, -0.701], [0.026, -0.154, 0.185], [-0.049, 0.102, -0.229], [0.123, -0.006, 0.045], [0.061, -0.051, -0.027], [-0.074, -0.015, -0.016], [0.116, 0.065, 0.030], [0.028, -0.199, 0.197], [-0.030, 0.446, -0.245], [-0.291, -0.440, 0.225], [-0.466, -0.198, 0.033], [0.420, 0.197, 0.138], [-0.135, -0.301, 0.095], [0.238, 0.291, -0.030], [-0.009, -0.124, 0.044], [-0.060, 0.120, -0.008], [-0.043, -0.109, 0.068], [0.114, -0.005, -0.006], [-0.311, -0.154, -0.070], [0.762, 0.726, 0.246], [0.002, -0.012, -0.063], [-0.017, 0.008, 0.020], [-0.018, -0.006, 0.004], [-0.006, 0.021, -0.001], [-0.060, -0.026, -0.037], [-0.004, -0.002, -0.053], [-0.013, 0.051, -0.023], [-0.017, -0.002, 0.003], [0.003, 0.008, 0.027], [0.013, 0.018, -0.018], [0.051, -0.055, 0.014], [-0.090, 0.064, -0.021], [0.002, 0.116, -0.027], [0.029, -0.064, 0.010], [0.078, 0.320, 0.112], [0.114, -0.189, -0.039], [-0.093, -0.100, 0.119], [1.030, -0.970, 1.381], [-0.405, 0.054, -0.574], [-0.121, -0.077, 0.054], [0.097, -0.009, -0.030], [-0.042, 0.068, -0.038], [-0.040, 0.045, 0.070], [-0.054, 0.092, 0.095], [-0.249, 0.139, -0.628], [0.132, -0.029, 0.103], [-0.013, 0.066, 0.010], [-0.037, 0.008, -0.011], [-0.069, 0.009, 0.035], [0.095, 0.116, 0.092], [-0.170, -0.044, -0.219], [0.210, -0.262, -0.025], [-0.049, 0.257, 0.193], [0.094, -0.106, 0.000], [0.051, -0.017, 0.024], [-0.019, 0.002, -0.015], [0.015, -0.042, -0.010], [0.011, 0.049, -0.009], [0.026, -0.053, -0.009], [-0.008, 0.003, 0.043], [-0.014, 0.035, 0.040], [0.023, -0.059, -0.039], [0.003, -0.008, -0.015], [-0.049, -0.039, 0.058], [0.375, 0.045, -0.102], [-0.453, 0.127, 0.013], [0.204, -0.260, 0.044], [0.286, -0.013, 0.205], [-0.236, 0.178, -0.806], [0.415, 0.265, -0.270], [-0.197, -0.242, -0.136], [-0.063, -0.120, 0.285], [-0.236, -0.487, 0.013], [-0.038, 0.282, -0.062], [-0.164, 0.163, 0.253], [0.106, 0.286, 0.015], [-0.087, -0.096, 0.251], [-0.010, 0.062, -0.062], [-0.054, 0.008, 0.018], [0.025, -0.031, -0.031], [-0.053, -0.114, -0.005], [0.021, 0.048, 0.020], [0.001, 0.029, -0.003], [-0.044, 0.048, 0.131], [-0.022, 0.015, 0.001], [-0.016, 0.018, 0.002], [-0.027, 0.009, 0.000], [-0.020, 0.051, 0.010], [-0.102, 0.065, -0.062], [0.003, -0.042, -0.008], [0.022, 0.057, 0.057], [-0.011, 0.026, -0.016], [0.047, -0.080, -0.074], [0.012, 0.046, -0.038], [0.117, -0.057, -0.057], [-0.014, -0.102, 0.027], [0.003, 0.053, 0.006], [-0.135, 0.027, -0.081], [0.034, -0.022, -0.049], [0.063, 0.072, -0.101], [-0.006, -0.026, 0.006], [0.031, -0.007, -0.010], [0.011, -0.007, 0.015], [0.059, -0.060, 0.026]], "lowdin_charge": [-0.100, 0.078, -0.255, -0.003, -0.061, -0.077, -0.027, -0.095, -0.323, -0.102, 0.131, 0.008, 0.001, -0.135, -0.040, -0.079, -0.058, -0.004, -0.273, -0.071, 0.068, 0.124, 0.111, 0.105, 0.112, 0.152, 0.121, 0.113, 0.118, 0.129, 0.160, -0.124, -0.118, 0.160, -0.221, 0.100, -0.327, 1.028, -0.333, -0.197, -0.067, -0.060, -0.051, -0.109, -0.307, -0.092, -0.045, -0.045, -0.068, -0.186, -0.494, 1.134, -0.236, 0.105, -0.023, 0.115, 0.114, 0.116, 0.050, 0.104, 0.123, 0.117, 0.112, -0.043, -0.206, 0.392, -0.223, -0.218, 0.775, 0.446, -0.182, -0.222, -0.181, 0.524, -0.200, -0.204, -0.204, 0.035, -0.015, 0.029, 0.043, 0.028, -0.001, 0.043, 0.007, 0.023, 0.018, 0.015, 0.047, 0.017, 0.040, 0.020, 0.000, -0.008, 0.049, 0.010, 0.036, 0.046, 0.031, 0.049, 0.016, 0.006, 0.016, 0.040]}